# C42H100N3O15P

A cluster of 12 separate species, C42H100N3O15P in total (ωB97M-V/def2-TZVPD, OMol25).

Properties
- LUMO (hartree) = -0.002
- Kohn-Sham gap (eV) = 6.6

```
! wB97M-V def2-TZVPD RIJCOSX def2/J DEFGRID3
* xyz 0 1
P -0.1238 -0.1408 -1.8900
O 1.6497 -6.2511 -0.4930
O -2.3684 -0.9205 -6.5350
O -2.9953 -2.2463 -7.2471
O -3.1024 -3.9766 -2.2476
O 0.0788 -1.6282 -2.4009
O 0.8479 6.3159 5.8940
O 6.3001 -3.7149 5.2962
O 1.1894 0.1115 -1.0294
O -1.3152 3.9839 6.4054
O 0.3421 3.5888 2.3322
O -5.3032 5.0770 -5.0535
O -2.6224 8.0409 -3.9841
O 4.2160 -1.4328 -0.9651
O 1.7842 2.8623 6.0286
O -0.2951 0.7988 -3.0117
N 0.7612 -3.0701 2.4234
N -1.1324 -4.4698 2.1926
N -2.5779 -2.2843 1.1943
C 2.9087 -3.1463 1.1832
C -2.4149 7.4594 -2.7010
C -0.3718 4.4044 3.2673
C -2.4369 -4.6138 1.8097
C 0.6371 7.7032 5.6538
C 7.5505 -4.1894 4.8032
C 1.6946 -3.9437 1.6648
C -0.6237 -0.8487 1.3697
C 4.8480 -0.8240 -2.0875
C -4.3810 -6.0049 1.5431
C -2.0652 -2.2333 -8.3261
C 5.5242 0.4843 -1.7223
C 7.7050 -3.9475 3.3140
C 0.5937 -2.6324 -1.4931
C 4.1128 -3.2258 2.1086
C -0.6038 -3.2903 2.0889
C -2.1207 2.8077 6.4755
C -3.5750 4.7497 -6.7313
C -1.4923 0.1709 0.6577
C 3.5469 2.6028 4.3622
C -1.6044 -0.1248 -0.8419
C 1.4582 -3.6043 -2.2542
C -1.0241 -1.1397 -8.1807
C -2.5240 5.9483 -2.7476
C -0.3026 8.3239 6.6703
C 0.8446 -7.2995 0.0472
C -3.1700 -3.5080 1.3277
C -2.6097 0.4101 -6.0739
C -3.6796 -2.7954 -2.8054
C 1.9601 1.4770 0.8034
C -2.7367 -2.1098 -3.7762
C -3.0664 -5.8651 1.9074
C 1.4419 1.4885 -0.6233
C 1.5627 -8.6352 0.0410
C -5.1139 -4.8976 1.0739
C -4.2807 4.1896 -5.5100
C -1.5252 5.1416 2.6155
C -1.3457 1.2508 -6.1044
C 2.6800 1.9356 5.4116
C -1.3356 -2.1636 1.5579
C -1.9630 2.0917 7.8019
C -4.5145 -3.6722 0.9641
H -1.8624 2.1330 5.6504
H 2.5962 -2.1009 1.1581
H 1.1853 -2.1675 -0.7101
H 2.4316 -3.1707 -2.4680
H 2.1117 1.1136 4.9620
H -3.3683 0.8267 -6.7369
H 4.1194 3.4171 4.8064
H -2.2139 0.6379 -1.3227
H -1.4913 -0.1542 -8.1636
H -0.3091 -1.1690 -9.0047
H -5.9405 5.1836 -5.7654
H -3.1392 7.8691 -1.9879
H -4.7210 3.2118 -5.7317
H 8.6755 -4.2914 2.9538
H 2.4532 0.5332 1.0273
H -3.1477 3.1397 6.3321
H -2.1360 -1.0663 -0.9770
H -2.4684 -2.7775 -4.5944
H 7.6066 -2.8844 3.0925
H -3.9488 -2.1074 -1.9932
H 1.6130 -4.4990 -1.6548
H -1.1618 5.8060 1.8272
H -1.5387 2.2717 -5.7707
H -0.9274 1.7771 7.9455
H 0.2834 -1.0609 0.8161
H 5.5787 -1.5463 -2.4487
H -0.4799 -1.2615 -7.2425
H -0.9387 1.2854 -7.1170
H 0.0904 8.1892 7.6780
H -4.2812 4.8929 -7.5527
H 0.8633 -3.2405 3.4154
H -1.5931 -3.2150 -8.3207
H 3.9549 -2.6103 2.9950
H 1.8666 -6.4759 -1.4031
H -2.0695 5.7418 3.3457
H -2.4913 -6.7034 2.2707
H 5.6011 -4.1783 4.8250
H -4.8580 -6.9686 1.6326
H 1.1436 1.6041 1.5041
H -2.6011 1.2082 7.8462
H -3.1368 5.7213 -6.4995
H -2.2272 2.7570 8.6238
H -0.5862 0.8214 -5.4510
H -2.2983 -3.7096 -1.7922
H 3.5534 -0.8118 -0.6427
H 2.4920 -8.5686 0.6072
H -0.0942 -7.3687 -0.5122
H -3.5781 4.0665 -4.6888
H 0.2437 7.8501 4.6402
H 0.3239 5.1102 3.7318
H -0.2487 -3.1597 -1.0422
H 4.3355 -4.2446 2.4208
H 0.6065 -6.9909 1.0647
H -2.6018 -2.1218 -9.2749
H -2.4980 0.1130 1.0681
H 1.1802 -4.4014 0.8295
H 0.9401 -9.4152 0.4804
H 2.0569 -4.7221 2.3357
H -0.0102 5.8786 5.8454
H 6.0203 0.9262 -2.5871
H -1.7072 -1.3107 -5.9531
H -2.7828 4.0819 -7.0726
H -3.4445 -1.3944 -7.2300
H -0.3130 -0.4899 2.3503
H 6.2642 0.3225 -0.9380
H 3.1817 -3.4102 0.1646
H 2.9253 3.0228 3.5670
H 4.9834 -2.8006 1.6131
H 1.2457 3.2307 5.3184
H -1.2836 7.8453 6.6296
H 2.1865 1.8835 -1.3060
H -0.3963 3.7136 6.5233
H -1.8188 -1.8229 -3.2623
H -3.1836 -1.2089 -4.2025
H 1.6204 8.1683 5.7046
H -1.4200 7.7721 -2.3859
H 0.5158 2.0518 -0.6863
H -3.5223 5.6632 -3.0863
H 6.9256 -4.4741 2.7591
H 2.6735 2.2845 0.9475
H 4.2394 1.8868 3.9167
H 4.1113 -0.6588 -2.8819
H 0.9759 -3.8902 -3.1856
H -3.5023 7.7859 -4.2811
H -0.4334 9.3908 6.4840
H -6.1511 -5.0204 0.8037
H -4.5980 -3.1087 -3.2991
H 7.6548 -5.2568 5.0269
H -3.0205 0.3778 -5.0588
H -1.7999 5.5396 -3.4541
H -0.7440 3.7339 4.0383
H 3.2873 1.5268 6.2171
H 8.3136 -3.6531 5.3648
H -5.0571 -2.8175 0.5893
H 1.8150 -8.9348 -0.9789
H -1.1370 1.1856 0.8316
H 0.6894 4.1562 1.6368
H -2.3480 5.5006 -1.7676
H -2.2183 4.4339 2.1589
H 4.7915 1.2029 -1.3451
*
```